121
Properties=species:S:1:pos:R:3:forces:R:3 method="wB97M-V/def2-TZVPD" homo_energy_ev="-9.879 / -9.837" relative_energy_kcal_mol=0.0 fmax_ev_per_a=0.357 charge=+1 spin_multiplicity=1 homo_lumo_gap_ev="4.89 / 5.18"
Pb -1.457511 0.593242 -1.479738 0.1 -0.2 0.1
C -2.387261 3.473147 0.458881 0.0 0.0 0.0
O -1.779525 2.172240 0.468842 0.0 0.0 0.0
C -0.936192 1.944742 1.570169 0.0 0.1 -0.1
C -1.426008 1.194280 2.626399 0.0 0.0 0.1
C -2.830820 0.638135 2.647376 0.0 0.0 0.0
C -3.087161 -0.739665 2.065892 0.0 -0.1 0.1
C -4.224969 -1.411919 2.440449 0.1 0.0 0.1
C -4.521478 -2.703303 1.977704 0.0 0.0 0.0
C -3.586734 -3.344419 1.132316 0.1 -0.1 0.1
C -2.438484 -2.740207 0.708075 0.0 -0.1 0.0
C -1.488120 -3.487653 -0.206649 0.0 0.0 0.0
C -0.031979 -3.085799 -0.188159 0.1 -0.1 0.1
C 0.795974 -3.590350 0.809553 0.0 0.0 0.0
C 2.143612 -3.259913 0.881944 0.0 0.0 0.0
C 2.640685 -2.386342 -0.080900 0.0 0.0 0.0
C 1.855995 -1.865030 -1.100334 0.0 0.0 0.1
C 2.485000 -0.911625 -2.095620 0.0 0.0 0.0
C 2.810358 0.449120 -1.519992 0.1 0.0 -0.1
C 4.099846 0.954633 -1.510356 0.0 -0.1 0.0
C 4.418697 2.182060 -0.921760 0.0 0.0 0.0
C 3.381588 2.888026 -0.324944 -0.1 0.0 0.1
C 2.065950 2.424381 -0.326255 0.0 0.1 0.0
C 0.949350 3.174114 0.359877 0.0 0.0 0.0
C 0.368552 2.415390 1.536595 0.0 0.0 0.0
C 1.172030 2.156249 2.638555 0.0 0.0 0.0
C 0.718184 1.452984 3.748997 0.0 0.0 0.0
C -0.586755 0.969852 3.712267 0.0 0.0 0.0
C 1.640418 1.267867 4.953001 0.0 0.0 0.0
C 0.983987 0.442330 6.058786 0.0 0.0 0.0
C 1.993215 2.649355 5.522770 0.0 0.0 0.0
C 2.925973 0.555252 4.513218 0.0 0.0 0.0
C 1.779873 1.213598 -0.956071 -0.1 -0.1 -0.1
O 0.549999 0.721244 -0.989416 0.0 0.1 0.2
C 5.861452 2.686241 -0.946105 0.0 0.0 0.0
C 6.034489 3.973626 -0.139914 0.0 0.0 0.0
C 6.271657 2.966691 -2.398478 0.0 0.0 0.0
C 6.796771 1.624448 -0.351811 0.0 0.0 0.0
C 0.519407 -2.248857 -1.145583 0.0 0.1 -0.1
O -0.334255 -1.747676 -2.137769 0.0 0.0 0.0
C -0.263403 -2.440082 -3.392400 0.0 0.0 0.0
C 3.081706 -3.827647 1.946136 0.0 0.0 0.0
C 4.199896 -4.622528 1.257793 0.0 0.0 0.0
C 3.690021 -2.671763 2.750998 0.0 0.0 0.0
C 2.356713 -4.758324 2.918024 0.0 0.0 0.0
C -2.203004 -1.364539 1.104871 0.1 0.1 -0.1
O -1.272312 -0.701832 0.574540 -0.3 0.0 -0.2
C -5.795837 -3.437533 2.361115 0.0 0.0 0.0
C -5.429800 -4.734501 3.100805 0.0 0.0 0.0
C -6.565804 -3.781663 1.074797 0.0 0.0 0.0
C -6.702987 -2.602605 3.264806 0.0 0.0 0.0
H -1.676570 4.222280 0.804947 0.0 0.0 0.0
H -3.265945 3.479062 1.104985 0.0 0.0 0.0
H -2.681835 3.696025 -0.565483 0.0 0.0 0.0
H -3.531844 1.337811 2.182913 0.1 0.0 -0.1
H -3.132067 0.575899 3.695281 -0.1 0.1 0.0
H -4.898124 -0.927760 3.136425 0.0 0.0 0.0
H -3.779040 -4.363186 0.815398 0.0 0.0 0.0
H -1.887039 -3.448921 -1.223383 0.0 0.1 0.0
H -1.540714 -4.535918 0.095310 0.0 0.0 -0.1
H 0.359028 -4.257860 1.542306 0.0 0.0 0.0
H 3.683596 -2.087424 -0.048134 0.0 0.0 0.0
H 1.831122 -0.802077 -2.959658 0.0 0.0 0.0
H 3.411876 -1.359795 -2.459860 0.0 0.0 0.0
H 4.885010 0.357583 -1.963449 0.0 0.0 0.0
H 3.588754 3.820066 0.188604 0.0 0.0 0.0
H 0.165362 3.392888 -0.368500 0.0 0.0 0.0
H 1.330737 4.133184 0.719901 0.0 0.0 0.0
H 2.194540 2.518479 2.610652 0.0 0.0 0.0
H -0.977257 0.397993 4.544773 0.0 0.0 0.0
H 0.081285 0.922609 6.442175 0.0 0.0 0.0
H 1.678439 0.334798 6.893432 0.0 0.0 0.0
H 0.724453 -0.561687 5.714863 0.0 0.0 0.0
H 1.095997 3.176454 5.854101 0.0 0.0 0.0
H 2.496608 3.272444 4.781858 0.0 0.0 0.0
H 2.661462 2.541673 6.379846 0.0 0.0 0.0
H 2.702864 -0.441907 4.129607 0.0 0.2 0.1
H 3.605821 0.451005 5.361423 0.0 0.0 0.0
H 3.450448 1.105071 3.730145 0.0 0.0 0.0
H 5.451139 4.796465 -0.559942 0.0 0.0 0.0
H 7.083233 4.274897 -0.155545 0.0 0.0 0.0
H 5.743009 3.840579 0.904332 0.0 0.0 0.0
H 5.629324 3.733488 -2.839379 0.0 0.0 0.0
H 6.199174 2.066920 -3.013391 0.0 0.0 0.0
H 7.303587 3.322672 -2.442092 0.0 0.0 0.0
H 6.529244 1.407157 0.684524 0.0 0.0 0.0
H 7.829213 1.980281 -0.370141 0.0 0.0 0.0
H 6.760911 0.689497 -0.911909 0.0 0.0 0.0
H 0.041098 -3.474040 -3.231800 0.0 0.0 0.0
H 0.450604 -1.957049 -4.062564 0.0 0.0 0.0
H -1.256287 -2.419941 -3.840677 0.0 0.0 0.0
H 4.774722 -3.997390 0.573027 0.0 0.0 0.0
H 3.788974 -5.458038 0.687292 0.0 0.0 0.0
H 4.889325 -5.024646 2.003389 0.0 0.0 0.0
H 4.254197 -1.985101 2.117906 0.0 0.0 0.0
H 4.367697 -3.057181 3.516000 0.0 0.0 0.0
H 2.901759 -2.101043 3.246418 0.1 -0.1 -0.1
H 1.921921 -5.620035 2.407053 0.0 0.0 0.0
H 1.562718 -4.239292 3.460186 0.0 0.0 0.0
H 3.066574 -5.137203 3.655117 0.0 0.0 0.0
H -4.785562 -5.380901 2.504249 0.0 0.0 0.0
H -6.339879 -5.291893 3.328531 0.0 0.0 0.0
H -4.918305 -4.519487 4.040753 0.0 0.0 0.0
H -6.009217 -4.472623 0.440484 0.0 0.0 0.0
H -6.783615 -2.883237 0.493766 0.0 0.0 0.0
H -7.513439 -4.256490 1.333682 0.0 0.0 0.0
H -6.224175 -2.366351 4.217202 0.0 0.0 0.0
H -7.607686 -3.169747 3.485564 0.0 0.0 0.0
H -7.008457 -1.669523 2.786937 0.0 0.0 0.0
C 1.389028 5.714635 -2.019838 0.0 0.0 0.0
S 2.015464 5.294935 -3.659760 0.0 0.0 0.0
C 1.774294 3.593602 -3.852684 -0.2 -0.1 0.1
C 0.619683 2.811888 -3.626012 0.2 0.1 0.0
S -0.799163 3.255958 -2.871896 -0.1 0.2 -0.1
S 0.710910 1.219228 -4.313626 0.0 -0.1 0.0
C 2.337984 1.261718 -4.902855 0.0 0.0 0.0
S 3.094347 0.013403 -5.604577 0.0 0.0 0.0
S 3.086685 2.806869 -4.616693 0.1 0.0 0.0
H 1.538321 6.790955 -1.948106 0.0 0.0 0.0
H 1.981873 5.206343 -1.263774 0.0 0.0 0.0
H 0.334739 5.483512 -1.920452 0.0 0.0 0.0

60
Properties=species:S:1:pos:R:3:forces:R:3 method="wB97M-V/def2-TZVPD" homo_energy_ev=-6.721 relative_energy_kcal_mol=47.4 fmax_ev_per_a=1.632 charge=0 spin_multiplicity=1 homo_lumo_gap_ev=6.21
Ir 0.034382 0.243427 0.595151 -1.0 -1.3 0.0
O 4.461122 3.827460 -0.635374 0.0 0.0 0.1
C 3.790537 3.712847 0.612617 0.0 0.0 0.0
C 2.709816 2.631797 0.505309 0.1 0.0 -0.2
C 2.173561 2.448195 1.913261 0.1 0.0 0.1
O 0.831196 1.962085 1.901956 -0.4 0.7 -0.9
C 3.353466 1.353140 -0.034595 0.0 -0.2 -0.2
Se 2.567854 -0.326904 0.593652 -0.5 0.4 0.5
C 1.626517 3.147105 -0.441306 -0.2 0.0 0.1
Se 0.503149 1.806500 -1.320636 0.2 -0.6 -0.2
H 5.181671 4.456052 -0.543053 0.0 0.0 0.0
H 3.321236 4.663684 0.890850 0.0 0.0 0.0
H 4.490292 3.429429 1.408648 0.0 0.0 0.0
H 2.186821 3.406567 2.443439 -0.2 0.0 0.0
H 2.818580 1.751565 2.450896 0.0 -0.1 0.1
H 0.612314 1.690221 2.805927 0.2 -0.3 0.4
H 4.401933 1.295908 0.260040 0.0 0.0 0.1
H 3.309328 1.346984 -1.118639 0.1 0.1 -0.1
H 2.099856 3.675926 -1.267490 0.0 0.0 0.0
H 0.959974 3.827638 0.086020 0.1 0.1 0.0
C -3.682927 -0.388187 0.468456 0.1 0.1 0.1
P -2.209003 0.183327 -0.444985 0.9 0.6 0.2
C -2.887531 1.563846 -1.408126 0.0 0.1 0.1
C -2.005950 -1.118132 -1.708254 -0.1 0.0 -0.1
C -1.515533 -2.397287 -1.049915 0.0 0.1 0.0
P -0.152584 -2.026045 0.135983 0.3 1.0 0.1
C 1.247991 -2.941611 -0.552056 0.0 0.0 -0.1
C -0.600049 -3.028523 1.582076 0.1 0.0 0.0
H -4.513832 -0.540549 -0.222310 0.0 0.0 0.0
H -3.949422 0.368617 1.206422 -0.1 0.0 0.0
H -3.467612 -1.309862 1.008238 -0.1 0.0 0.0
H -3.823580 1.272592 -1.887086 0.0 0.0 0.0
H -2.157480 1.878411 -2.150681 0.0 0.0 0.0
H -3.064179 2.402582 -0.734297 0.0 0.0 0.0
H -1.260827 -0.745636 -2.414729 0.0 0.0 0.0
H -2.946188 -1.274178 -2.241342 0.0 0.0 -0.1
H -1.151300 -3.105988 -1.793153 0.0 -0.1 0.0
H -2.321356 -2.879543 -0.493338 0.0 0.0 0.0
H 0.979352 -3.993093 -0.673486 -0.1 0.0 0.0
H 2.104147 -2.846386 0.110809 0.0 -0.1 0.0
H 1.521401 -2.499766 -1.509755 0.0 0.0 0.0
H -0.848127 -4.045136 1.272339 0.1 0.0 0.0
H -1.443866 -2.568261 2.091673 0.0 -0.1 0.0
H 0.243862 -3.045042 2.273586 0.0 0.0 0.0
O 1.150267 1.606308 6.494782 0.0 0.1 0.0
S 1.197120 0.377313 5.762439 0.1 -0.1 0.2
O 2.439202 -0.324563 5.662766 0.0 -0.1 0.0
N 0.563333 0.611034 4.241420 -0.1 0.0 0.1
C -0.542918 -0.036596 4.073663 0.1 -0.2 0.2
S -1.456364 -0.007057 2.618656 0.6 -0.3 -0.1
C -1.003449 -0.817949 5.266084 -0.1 0.1 -0.1
C -2.148190 -1.580959 5.414249 0.0 -0.1 0.0
C -2.352723 -2.229708 6.627604 0.0 0.0 -0.1
C -1.432969 -2.109637 7.665579 -0.1 0.0 0.0
C -0.288002 -1.335809 7.517126 0.1 0.0 0.1
C -0.101027 -0.703502 6.306549 -0.1 0.1 -0.1
H -2.860183 -1.657108 4.602317 0.0 0.0 0.0
H -3.242346 -2.830566 6.769236 0.0 0.0 0.0
H -1.615539 -2.622150 8.601908 0.0 0.0 0.0
H 0.426075 -1.229133 8.324078 0.0 0.0 0.0

47
Properties=species:S:1:pos:R:3:forces:R:3 method="wB97M-V/def2-TZVPD" homo_energy_ev=-10.807 fmax_ev_per_a=10.199 charge=+1 spin_multiplicity=1 homo_lumo_gap_ev=7.42 smiles=C#C[C@]1(C(F)(F)CC[Si](C)(C)c2ccccc2)C[NH2+]CCN1
C 0.575749 4.744031 -2.435342 -0.6 -8.6 5.5
C 0.682899 3.571556 -1.627518 -1.4 7.7 -4.9
C 0.681401 2.306335 -0.533072 1.3 1.8 0.0
C 1.406579 1.049446 -1.292238 1.6 -0.8 -1.6
F 1.990895 0.025268 -0.360467 -1.9 3.4 -2.2
F 2.600130 1.633637 -2.011797 -3.2 -1.6 2.4
C 0.506849 0.309401 -2.443442 0.9 -0.7 -1.1
C 0.583281 -1.349560 -2.387433 0.6 0.7 -1.3
Si -0.707323 -2.152949 -1.199288 0.1 -2.0 0.0
C -2.390177 -1.223494 -1.078417 -1.2 0.1 0.9
C -1.108145 -3.913120 -1.974050 0.8 -0.7 -1.0
C 0.029799 -2.554996 0.572566 1.9 -1.2 4.8
C 0.118971 -1.480690 1.807753 1.4 -3.6 1.2
C 0.723307 -1.863967 3.319365 -0.2 -2.7 -2.7
C 1.267634 -3.376253 3.646870 -2.0 1.8 -4.5
C 1.199410 -4.472471 2.401902 -1.1 3.2 0.0
C 0.599037 -4.087204 0.891094 0.4 2.5 3.8
C -0.883641 2.065033 -0.113453 -0.6 -1.8 -3.2
N -1.423033 3.037940 0.922810 0.4 0.5 -0.3
C -0.459532 3.130014 2.085420 1.6 -0.1 1.5
C 0.928715 3.822048 1.468769 -0.3 -1.3 1.6
N 1.584918 2.715055 0.640089 -1.8 0.2 0.4
H 0.100327 5.533153 -3.193946 1.6 -2.1 2.1
H 0.967067 0.598382 -3.506500 -0.9 -0.2 2.6
H -0.617155 0.630194 -2.487851 2.2 -0.4 0.4
H 0.284519 -1.704350 -3.487605 0.5 0.8 2.3
H 1.690408 -1.747156 -2.229947 -2.4 1.0 -0.2
H -2.546924 -0.400466 -1.898371 0.1 -1.5 1.7
H -2.491626 -0.805553 0.034875 0.0 -0.6 -2.4
H -3.246572 -2.049779 -1.173523 1.9 1.9 0.1
H -1.533176 -4.669697 -1.189291 0.5 1.5 -1.6
H -1.781584 -3.814370 -2.952854 1.2 -0.3 2.3
H -0.075490 -4.362857 -2.368945 -2.1 0.8 0.9
H -0.264278 -0.374395 1.695649 0.8 -2.4 0.1
H 0.722109 -1.021506 4.163719 0.0 -2.1 -2.1
H 1.650486 -3.609621 4.728529 -0.8 0.3 -2.5
H 1.585738 -5.567588 2.678603 -1.0 2.7 -1.0
H 0.601217 -4.948574 0.098350 -0.1 2.0 1.6
H -1.095552 0.923225 0.154051 0.5 2.7 0.0
H -1.526264 2.260626 -1.100470 1.4 -0.4 2.2
H -2.396549 2.768997 1.190314 0.9 0.2 -0.2
H -1.447125 3.995005 0.464869 -0.2 -1.2 0.5
H -0.869525 3.681853 3.032147 0.4 -0.8 -2.2
H -0.224695 2.007184 2.412857 -0.5 2.5 -0.7
H 1.611206 4.021211 2.427799 -1.4 -0.3 -2.4
H 0.727846 4.807939 0.871976 0.4 -2.0 1.1
H 1.667864 1.913086 1.335443 0.1 0.9 -1.6